No. 1
{
  "formula": "C42H38NO20",
  "method": "ωB97M-V/def2-TZVPD",
  "e_lumo_ev": -4.30,
  "energy_ha": -3182.59472,
  "orbital_gap_ha": 0.2479,
  "charge": 1,
  "elements": ["C", "C", "C", "C", "C", "C", "C", "C", "C", "C", "N", "C", "C", "H", "H", "H", "H", "H", "H", "H", "H", "H", "H", "H", "H", "H", "H", "H", "H", "H", "H", "C", "C", "C", "O", "C", "C", "C", "O", "O", "O", "H", "H", "H", "H", "C", "C", "C", "O", "C", "C", "C", "O", "O", "O", "H", "H", "H", "H", "C", "C", "C", "O", "C", "C", "C", "O", "O", "O", "H", "H", "H", "H", "C", "C", "C", "O", "C", "C", "C", "O", "O", "O", "H", "H", "H", "H", "C", "C", "C", "O", "C", "C", "C", "O", "O", "O", "H", "H", "H", "H"],
  "xyz": [[-5.216, 2.041, -0.311], [-4.707, 2.655, -1.456], [-3.596, 3.493, -1.354], [-2.965, 3.731, -0.126], [-1.747, 4.598, 0.008], [-0.425, 3.925, -0.390], [-0.452, 3.195, -1.697], [-0.419, 4.022, -2.970], [0.296, 3.157, -4.030], [0.638, 1.849, -3.287], [0.786, 2.332, -1.877], [-3.502, 3.125, 1.015], [-4.615, 2.287, 0.925], [-6.067, 1.392, -0.401], [-5.151, 2.498, -2.421], [-3.214, 3.975, -2.237], [-1.869, 5.557, -0.478], [-1.644, 4.822, 1.061], [0.366, 4.663, -0.419], [-0.207, 3.202, 0.390], [-1.253, 2.474, -1.778], [0.121, 4.950, -2.823], [-1.396, 4.280, -3.346], [1.200, 3.603, -4.417], [-0.353, 2.923, -4.858], [1.546, 1.399, -3.649], [-0.227, 1.210, -3.327], [1.672, 2.839, -1.799], [0.726, 1.518, -1.271], [-3.066, 3.296, 1.985], [-5.012, 1.835, 1.813], [5.571, -0.611, -2.761], [5.105, 0.631, -2.942], [4.259, 1.321, -1.911], [3.867, 2.455, -2.171], [3.930, 0.620, -0.695], [4.391, -0.630, -0.504], [5.256, -1.324, -1.532], [5.630, -2.445, -1.271], [4.121, -1.337, 0.570], [5.338, 1.347, -4.039], [6.177, -1.118, -3.498], [3.317, 1.126, 0.039], [4.562, -2.206, 0.477], [4.915, 2.215, -3.903], [2.545, -4.001, 4.539], [1.403, -4.328, 5.163], [0.061, -4.178, 4.494], [-0.927, -4.510, 5.123], [0.007, -3.637, 3.146], [1.149, -3.311, 2.530], [2.494, -3.490, 3.186], [3.470, -3.173, 2.528], [1.208, -2.796, 1.306], [1.356, -4.802, 6.394], [3.514, -4.106, 5.006], [-0.966, -3.516, 2.690], [2.158, -2.652, 1.129], [0.415, -4.960, 6.603], [-2.844, -1.897, 4.843], [-3.419, -1.756, 3.644], [-4.612, -0.863, 3.429], [-5.057, -0.787, 2.294], [-5.157, -0.155, 4.566], [-4.585, -0.296, 5.772], [-3.378, -1.173, 5.984], [-2.912, -1.224, 7.105], [-5.023, 0.310, 6.861], [-2.979, -2.386, 2.557], [-1.986, -2.535, 4.993], [-6.026, 0.466, 4.406], [-4.434, 0.035, 7.590], [-3.562, -2.109, 1.825], [9.091, 3.082, -7.303], [7.984, 2.675, -6.668], [6.614, 2.816, -7.278], [5.677, 2.405, -6.613], [6.494, 3.420, -8.587], [7.600, 3.830, -9.226], [8.975, 3.677, -8.623], [9.916, 4.064, -9.285], [7.587, 4.394, -10.419], [7.990, 2.111, -5.467], [10.078, 2.984, -6.875], [5.505, 3.525, -9.011], [8.518, 4.586, -10.645], [7.061, 1.889, -5.258], [-5.536, -5.859, 3.083], [-5.935, -4.582, 3.071], [-6.670, -3.962, 4.230], [-6.948, -2.780, 4.121], [-6.988, -4.785, 5.376], [-6.595, -6.068, 5.389], [-5.828, -6.683, 4.244], [-5.500, -7.847, 4.357], [-6.835, -6.893, 6.391], [-5.731, -3.753, 2.053], [-5.005, -6.314, 2.259], [-7.531, -4.333, 6.193], [-6.440, -7.752, 6.144], [-6.147, -2.903, 2.303]],
  "lowdin_charge": [-0.0636, -0.0647, -0.0560, -0.2356, -0.1318, -0.1284, -0.2774, -0.1046, -0.1147, -0.0920, 0.1011, -0.0273, -0.0608, 0.1055, 0.1017, 0.0938, 0.1242, 0.1128, 0.1264, 0.1249, 0.1472, 0.1277, 0.1098, 0.1160, 0.1177, 0.1240, 0.1341, 0.1553, 0.1803, 0.1100, 0.0870, 0.0968, -0.2217, -0.3163, 0.0598, 0.0615, -0.2171, -0.2967, 0.1481, 0.1189, 0.0935, 0.1455, 0.1308, 0.1251, 0.1206, 0.0815, -0.2283, -0.3053, 0.1011, 0.0792, -0.2240, -0.2999, 0.0943, 0.1095, 0.1342, 0.1390, 0.1173, 0.0900, 0.1269, 0.0888, -0.2237, -0.3295, 0.0773, 0.0674, -0.2305, -0.2991, 0.1227, 0.1296, 0.0933, 0.1037, 0.1409, 0.1249, 0.1177, 0.0795, -0.2334, -0.3096, 0.0833, 0.0724, -0.2340, -0.3095, 0.1199, 0.1287, 0.1110, 0.1379, 0.1342, 0.1256, 0.0825, 0.0804, -0.2306, -0.3058, 0.1022, 0.0778, -0.2335, -0.3092, 0.1159, 0.1275, 0.1008, 0.1363, 0.1371, 0.1241, 0.0982]
}

=====

No. 2
{
  "formula": "C42H39BrN8NdO2",
  "method": "ωB97M-V/def2-TZVPD",
  "multiplicity": 4,
  "e_lumo_ev": [-2.55, -2.55],
  "energy_ha": -5347.82513,
  "s2": 3.75,
  "orbital_gap_ha": [0.2921, 0.2921],
  "charge": 1,
  "elements": ["Nd", "C", "C", "N", "C", "C", "C", "C", "C", "C", "C", "N", "C", "C", "N", "N", "H", "H", "H", "H", "H", "H", "H", "H", "H", "H", "H", "H", "H", "H", "H", "H", "H", "H", "Br", "C", "C", "C", "C", "C", "N", "C", "O", "O", "H", "H", "H", "C", "C", "C", "C", "N", "C", "C", "C", "C", "C", "C", "N", "H", "H", "H", "H", "H", "H", "H", "H", "C", "C", "C", "C", "C", "C", "C", "C", "C", "C", "C", "C", "C", "C", "C", "N", "H", "H", "H", "H", "H", "H", "H", "H", "H", "H"],
  "xyz": [[-0.165, -0.236, 0.299], [-0.823, 3.240, 2.241], [-1.487, 3.193, 0.869], [-2.034, 1.861, 0.541], [-3.236, 1.522, 1.298], [-2.928, 0.898, 2.633], [-3.861, 0.924, 3.661], [-3.556, 0.294, 4.855], [-2.318, -0.314, 4.993], [-1.450, -0.300, 3.912], [-0.124, -1.012, 3.977], [0.881, -0.428, 3.083], [1.555, 0.733, 3.702], [0.726, 2.012, 3.656], [0.296, 2.319, 2.307], [-1.756, 0.279, 2.754], [-1.574, 3.026, 3.018], [-0.461, 4.255, 2.417], [-0.736, 3.436, 0.118], [-2.275, 3.956, 0.844], [-2.282, 1.861, -0.442], [-3.797, 0.775, 0.729], [-3.881, 2.397, 1.442], [-4.811, 1.422, 3.522], [-4.270, 0.275, 5.667], [-2.033, -0.790, 5.922], [-0.295, -2.048, 3.669], [0.228, -1.024, 5.014], [1.588, -1.138, 2.931], [2.498, 0.900, 3.189], [1.794, 0.521, 4.752], [1.348, 2.832, 4.023], [-0.125, 1.914, 4.350], [0.011, 1.456, 1.865], [5.146, 4.083, 0.458], [4.232, 3.394, -1.060], [4.560, 3.835, -2.332], [3.847, 3.283, -3.382], [2.864, 2.337, -3.128], [2.612, 1.986, -1.812], [3.292, 2.517, -0.796], [1.454, 1.101, -1.384], [1.322, -0.067, -1.797], [0.655, 1.634, -0.556], [5.331, 4.576, -2.478], [4.046, 3.606, -4.395], [2.296, 1.888, -3.931], [0.137, -4.964, -0.843], [1.377, -5.105, -1.441], [2.312, -4.099, -1.277], [1.987, -2.967, -0.534], [0.764, -2.805, -0.009], [-0.125, -3.793, -0.157], [2.990, -1.915, -0.236], [4.295, -2.024, -0.694], [5.238, -1.085, -0.312], [4.840, -0.051, 0.508], [3.502, 0.022, 0.871], [2.591, -0.888, 0.539], [-0.616, -5.737, -0.906], [1.624, -5.984, -2.020], [3.286, -4.214, -1.725], [-1.093, -3.632, 0.295], [4.591, -2.837, -1.337], [6.263, -1.169, -0.647], [5.541, 0.693, 0.855], [3.155, 0.865, 1.446], [-4.219, -2.853, 1.214], [-4.755, -3.016, -0.054], [-4.061, -2.516, -1.141], [-2.862, -1.826, -0.949], [-2.287, -1.608, 0.322], [-3.019, -2.174, 1.380], [-2.167, -1.309, -2.150], [-2.071, -2.106, -3.319], [-1.466, -1.600, -4.428], [-1.009, -0.263, -4.421], [-0.438, 0.356, -5.555], [-0.105, 1.681, -5.526], [-0.335, 2.439, -4.362], [-0.845, 1.852, -3.236], [-1.169, 0.477, -3.227], [-1.682, -0.078, -2.088], [-4.738, -3.254, 2.078], [-5.698, -3.530, -0.192], [-4.472, -2.628, -2.139], [-2.631, -2.099, 2.394], [-2.466, -3.112, -3.303], [-1.368, -2.189, -5.333], [-0.286, -0.232, -6.452], [0.313, 2.157, -6.404], [-0.109, 3.498, -4.360], [-1.018, 2.434, -2.341]],
  "mulliken_spin": [3.0301, -0.0005, 0.0009, -0.0062, -0.0020, 0.0054, 0.0016, 0.0000, 0.0012, 0.0002, 0.0017, -0.0033, 0.0012, -0.0004, -0.0003, -0.0153, 0.0000, -0.0001, 0.0005, 0.0001, -0.0007, 0.0011, -0.0004, 0.0000, 0.0000, -0.0001, -0.0003, 0.0001, 0.0001, -0.0002, 0.0001, 0.0001, 0.0000, 0.0054, 0.0000, 0.0004, -0.0004, 0.0006, -0.0014, 0.0013, 0.0000, 0.0076, -0.0035, -0.0086, -0.0001, 0.0001, -0.0001, -0.0002, -0.0002, 0.0007, -0.0015, -0.0013, -0.0022, 0.0037, -0.0003, 0.0002, 0.0005, 0.0022, -0.0015, 0.0000, 0.0000, 0.0000, 0.0016, 0.0000, 0.0000, 0.0000, -0.0017, -0.0021, 0.0019, 0.0001, -0.0135, -0.0134, 0.0139, -0.0073, -0.0002, -0.0003, -0.0001, -0.0003, 0.0003, 0.0004, 0.0008, 0.0015, 0.0018, 0.0000, 0.0001, 0.0000, 0.0002, 0.0000, 0.0000, 0.0000, 0.0000, 0.0000, 0.0004]
}